# H26O13

A 13-piece molecular cluster, H26O13 overall (ωB97M-V/def2-TZVPD, the OMol25 dataset).

```
39
Properties=species:S:1:pos:R:3:lowdin_charge:R:1
O 0.908 0.157 -2.983 -0.06
H 0.718 1.093 -2.932 -0.01
H 0.055 -0.283 -2.790 0.00
O -2.321 0.881 -1.612 -0.03
H -2.378 1.817 -1.467 0.05
H -2.276 0.662 -2.536 0.06
O -1.087 -1.550 -2.224 -0.06
H -1.352 -2.431 -1.893 0.07
H -1.647 -0.991 -1.641 0.02
O -0.972 -2.874 0.277 -0.04
H -1.738 -2.337 0.335 0.03
H -0.826 -3.109 1.197 0.00
O -1.225 -2.827 2.915 -0.03
H -0.350 -3.147 3.157 0.05
H -1.138 -1.898 2.807 -0.04
O 0.021 2.761 -2.623 -0.02
H 0.198 2.804 -1.667 0.03
H -0.751 3.252 -2.771 0.02
O 1.468 -2.192 -1.050 -0.05
H 0.824 -2.688 -0.543 -0.01
H 1.177 -1.291 -1.125 -0.04
O -0.907 -0.208 2.497 -0.07
H 0.044 -0.253 2.454 0.01
H -1.120 0.127 3.436 0.15
O 0.071 0.437 0.030 -0.02
H -0.739 0.487 -0.467 0.01
H -0.306 0.018 0.783 -0.01
O -0.499 3.224 2.258 -0.01
H -1.322 2.934 1.947 0.01
H -0.076 2.407 2.469 0.00
O 1.358 3.265 -0.040 -0.06
H 2.322 3.034 0.043 0.08
H 0.939 2.490 0.289 -0.04
O 1.517 -1.604 2.508 -0.04
H 2.255 -1.100 2.091 0.09
H 1.744 -2.514 2.372 0.04
O 2.757 0.742 -0.982 -0.06
H 2.828 0.140 -1.705 0.01
H 1.825 0.567 -0.814 -0.04
```

- E_tot (eV) = -27039.5627
- total charge = 0

# H26O13

A 13-piece molecular cluster, H26O13 overall (ωB97M-V/def2-TZVPD, the OMol25 dataset).

```
39
Properties=species:S:1:pos:R:3:lowdin_charge:R:1
H 0.220 -1.701 0.162 0.00
H 0.005 -0.196 0.187 0.05
H 0.900 4.033 2.075 0.02
H 1.684 3.001 2.869 -0.01
H -2.052 1.764 -2.670 0.03
H -3.106 2.526 -1.884 0.04
H -0.810 -3.673 1.500 0.04
H -0.115 -2.361 1.827 -0.01
H 1.011 -0.025 4.507 0.06
H 0.683 -1.091 3.474 0.04
H 0.041 -2.949 -0.899 0.03
H -0.745 -2.453 -2.102 0.06
H -1.653 0.794 1.732 0.04
H -1.239 0.713 3.192 0.01
H 1.252 0.082 -4.047 0.05
H 2.349 -0.570 -3.222 0.05
H 1.683 -0.160 -0.286 0.06
H 1.298 -1.447 -0.996 0.03
H -3.666 -1.381 -2.395 0.04
H -2.434 -0.495 -2.310 0.01
H 0.766 -2.953 -3.885 0.04
H 2.160 -2.884 -4.487 0.05
H -2.110 2.943 2.137 0.06
H -0.823 2.159 2.331 0.01
H 2.716 3.368 0.623 0.08
H 3.030 2.192 1.533 0.06
O -0.466 -1.030 0.075 -0.07
O 1.150 3.797 2.975 -0.10
O -2.352 1.936 -1.771 -0.05
O -0.346 -3.215 2.210 -0.04
O 0.483 -0.179 3.715 -0.03
O 0.096 -2.856 -1.857 -0.04
O -1.983 0.943 2.625 -0.09
O 1.400 -0.605 -3.388 -0.10
O 1.290 -0.489 -1.102 -0.09
O -3.345 -0.561 -2.002 -0.06
O 1.680 -2.742 -3.664 -0.10
O -1.301 2.687 1.681 -0.11
O 2.651 3.078 1.540 -0.06
```

- E_tot (eV) = -27033.3509
- total charge = 0

# H26O13

A 13-piece molecular cluster, H26O13 overall (ωB97M-V/def2-TZVPD, the OMol25 dataset).

```
39
Properties=species:S:1:pos:R:3:lowdin_charge:R:1
O -1.504 3.733 1.939 -0.08
H -0.872 3.886 1.192 0.01
H -1.225 2.900 2.335 -0.02
O 2.008 0.055 -1.323 -0.06
H 1.429 0.587 -0.750 0.02
H 1.960 -0.815 -1.694 -0.02
O -1.290 -1.051 -3.221 -0.05
H -1.271 -0.099 -3.542 0.09
H -2.196 -1.267 -3.315 0.02
O -0.493 -0.289 1.000 -0.07
H -0.343 -1.082 1.558 -0.02
H -1.388 -0.211 1.272 0.02
O -0.286 1.290 3.303 -0.01
H 0.117 1.345 2.461 0.00
H -0.234 0.487 3.756 0.01
O -3.912 -0.193 -0.034 -0.03
H -4.428 0.078 -0.769 0.02
H -3.075 -0.501 -0.381 0.00
O 0.632 3.695 -0.237 -0.08
H 0.920 4.546 -0.657 0.08
H 1.021 2.909 -0.683 0.03
O -1.947 1.128 -1.454 -0.08
H -2.238 2.019 -1.146 0.08
H -1.813 0.693 -0.598 -0.01
O -0.734 -2.576 1.875 -0.03
H -0.675 -3.274 1.247 0.06
H -0.022 -2.667 2.563 0.10
O 2.575 2.013 0.529 -0.08
H 2.896 1.155 0.910 0.07
H 2.642 1.893 -0.439 0.03
O 1.014 -2.081 -2.506 -0.05
H 0.590 -2.256 -3.318 0.03
H 0.341 -1.869 -1.878 0.03
O 2.148 -3.509 -0.845 -0.07
H 2.712 -2.976 -1.471 0.08
H 1.670 -4.164 -1.317 0.02
O 1.893 -1.912 1.319 -0.08
H 1.898 -0.920 1.395 0.05
H 1.258 -2.222 0.661 0.00
```

- E_tot (eV) = -27037.7051
- total charge = 0

# H26O13

A 13-piece molecular cluster, H26O13 overall (ωB97M-V/def2-TZVPD, the OMol25 dataset).

```
39
Properties=species:S:1:pos:R:3:lowdin_charge:R:1
O 4.522 6.858 7.839 -0.04
H 5.087 6.479 7.165 0.00
H 4.699 6.337 8.622 0.07
O 4.726 10.539 7.132 -0.02
H 5.596 10.886 7.332 0.03
H 4.543 10.847 6.245 0.05
O 10.736 7.092 5.726 -0.03
H 10.544 7.245 6.651 0.02
H 9.909 6.779 5.359 -0.03
O 4.803 5.083 5.847 -0.04
H 5.722 4.818 5.813 -0.02
H 4.685 5.640 5.078 0.04
O 4.837 8.414 3.781 -0.05
H 5.095 8.617 4.680 -0.01
H 4.225 9.110 3.544 0.03
O 7.400 4.681 5.839 -0.04
H 7.496 3.813 5.445 0.10
H 8.110 5.197 5.457 0.02
O 7.694 4.434 8.409 -0.06
H 8.199 3.629 8.518 0.04
H 7.679 4.582 7.464 -0.04
O 7.340 9.323 8.977 -0.02
H 7.428 9.403 9.926 0.06
H 7.255 10.225 8.667 0.04
O 8.360 9.202 4.052 -0.05
H 8.015 8.598 3.394 0.02
H 7.770 9.106 4.799 -0.01
O 8.925 6.848 8.388 -0.06
H 8.328 6.493 9.047 0.02
H 8.613 7.741 8.239 0.00
O 6.742 7.955 6.209 -0.03
H 7.105 7.081 6.348 0.02
H 6.373 8.200 7.057 0.02
O 8.720 6.007 4.086 -0.03
H 8.205 5.791 3.309 0.09
H 9.262 6.748 3.816 0.05
O 3.579 8.774 9.251 -0.08
H 4.009 8.146 8.671 -0.06
H 3.877 9.630 8.944 -0.01
```

- E_tot (eV) = -27039.7773
- total charge = 0

# H26O13

A 13-piece molecular cluster, H26O13 overall (ωB97M-V/def2-TZVPD, the OMol25 dataset).

```
39
Properties=species:S:1:pos:R:3:lowdin_charge:R:1
H 0.422 -1.310 -0.201 0.04
H 0.296 -0.297 0.925 0.06
H 3.924 -2.243 0.754 0.04
H 3.273 -1.250 -0.195 0.00
H 2.432 2.024 2.360 0.01
H 2.802 2.618 3.710 0.04
H -1.773 -2.447 -1.604 0.05
H -0.601 -1.516 -1.871 -0.02
H 0.432 1.113 -3.953 0.01
H 1.440 0.035 -4.316 0.03
H 2.030 -2.293 -1.965 0.02
H 1.119 -1.541 -2.920 -0.01
H -1.265 -1.873 2.547 0.03
H 0.050 -1.788 1.788 -0.02
H 0.706 1.718 -2.375 0.05
H -0.091 1.154 -1.209 0.04
H -1.344 0.358 2.950 0.04
H -1.926 -0.472 4.083 0.06
H -2.473 3.291 1.732 0.04
H -3.177 2.663 0.541 0.04
H -1.811 1.817 -1.190 0.01
H -1.751 0.629 -2.136 0.03
H 1.966 2.171 -1.114 0.06
H 2.778 1.325 -0.148 0.06
H -3.404 -1.385 2.218 0.01
H -4.694 -2.138 2.502 0.04
O 0.872 -0.993 0.590 -0.02
O 4.020 -1.855 -0.123 -0.05
O 2.410 1.835 3.305 -0.06
O -1.231 -2.093 -2.318 -0.02
O 1.246 0.970 -4.448 -0.05
O 1.889 -2.120 -2.902 -0.03
O -0.347 -1.596 2.646 -0.07
O 0.397 0.887 -1.996 -0.13
O -2.175 -0.002 3.279 -0.09
O -2.360 3.106 0.793 -0.06
O -1.889 1.582 -2.121 -0.05
O 1.891 1.422 -0.512 -0.07
O -4.082 -1.504 2.893 -0.07
```

- E_tot (eV) = -27036.9534
- total charge = 0

# H26O13

A 13-piece molecular cluster, H26O13 overall (ωB97M-V/def2-TZVPD, the OMol25 dataset).

```
39
Properties=species:S:1:pos:R:3:lowdin_charge:R:1
H -0.594 -0.277 0.747 0.01
H 0.909 -0.332 0.966 0.05
H -2.490 2.587 -3.022 0.03
H -1.829 1.230 -3.205 0.03
H 4.769 0.649 -0.018 0.05
H 4.302 0.361 -1.435 0.02
H 3.419 2.538 -1.459 0.03
H 2.226 3.424 -1.139 0.04
H -1.655 3.319 0.559 -0.01
H -2.210 3.415 -0.852 0.01
H -0.038 -2.585 1.084 -0.01
H -1.055 -3.704 1.235 0.03
H -0.467 -1.294 -0.870 0.02
H -0.685 -2.631 -1.559 0.06
H -0.538 2.179 1.777 -0.01
H 0.466 3.304 1.585 0.04
H -2.463 -0.454 1.611 0.00
H -2.541 0.586 2.717 0.04
H -3.768 -3.139 -1.216 0.05
H -2.414 -3.233 -1.899 0.04
H 4.153 -2.340 -2.696 0.04
H 3.942 -1.174 -1.745 0.00
H -5.221 -0.531 0.453 0.05
H -3.828 0.057 0.298 0.04
H 3.506 -0.970 2.540 0.02
H 4.452 0.024 3.194 0.03
O 0.193 0.280 0.762 -0.03
O -2.677 1.641 -3.005 -0.05
O 4.954 0.089 -0.780 -0.06
O 2.690 2.636 -0.836 -0.06
O -2.476 3.456 0.073 -0.04
O -0.283 -3.317 1.662 -0.05
O -1.151 -1.941 -1.074 -0.09
O -0.108 2.902 2.247 -0.05
O -2.949 -0.233 2.414 -0.05
O -2.823 -3.159 -1.030 -0.09
O 4.600 -1.824 -2.016 -0.07
O -4.288 -0.746 0.567 -0.06
O 3.968 -0.792 3.367 -0.05
```

- E_tot (eV) = -27036.3621
- total charge = 0

no.,HOMO-LUMO gap (eV)
1,9.74
2,8.47
3,10.22
4,9.76
5,9.86
6,9.52